1.
{"formula": "C27H22BF3N3O10S", "method": "ωB97M-V/def2-TZVPD", "symbols": ["C", "C", "C", "C", "C", "B", "C", "C", "C", "C", "C", "O", "C", "C", "C", "C", "C", "O", "C", "C", "C", "C", "C", "O", "O", "H", "H", "H", "H", "H", "H", "H", "H", "H", "H", "H", "H", "H", "H", "H", "H", "H", "H", "H", "H", "O", "S", "O", "C", "F", "F", "F", "C", "C", "C", "N", "O", "O", "N", "C", "C", "N", "O", "O", "C", "H", "H"], "coordinates": [[-4.48395, -3.85756, 2.54530], [-3.44519, -2.83917, 2.38051], [-2.63795, -2.06484, 3.19725], [-2.12038, -1.00077, 2.40525], [-2.72826, -1.10838, 1.14716], [1.64993, 0.39789, -0.33256], [1.52045, 0.87957, 1.14305], [0.58334, 1.56957, 1.91123], [1.20537, 1.90751, 3.17102], [2.43856, 1.27247, 3.14388], [3.64449, 1.28779, 3.94888], [2.54582, 0.53802, 1.97869], [1.95460, -1.11135, -0.29831], [1.14716, -2.22067, -0.08594], [1.99913, -3.37362, -0.29812], [3.25801, -2.88241, -0.61297], [4.57042, -3.32224, -1.03317], [3.22574, -1.50747, -0.51236], [-2.80166, -0.28140, 0.02598], [-3.20968, -0.63076, -1.26454], [-3.84158, 0.48349, -1.83869], [-3.82408, 1.48388, -0.87048], [-4.50777, 2.75685, -0.73919], [-3.01831, 1.08196, 0.16794], [-3.45940, -2.28053, 1.12009], [-4.73645, -4.02011, 3.60155], [-5.38949, -3.48295, 2.02818], [-4.20409, -4.83463, 2.10775], [-2.46702, -2.21758, 4.26463], [-1.36148, -0.28704, 2.72390], [-0.37508, 1.93773, 1.55465], [0.85917, 2.56373, 3.97842], [4.04672, 2.30658, 3.96293], [3.47258, 0.99162, 4.98544], [4.40034, 0.60966, 3.54471], [0.07519, -2.17874, 0.12619], [1.71801, -4.42162, -0.23131], [4.70264, -4.40223, -0.98704], [4.73435, -2.99614, -2.06656], [5.36126, -2.83649, -0.44726], [-3.01869, -1.59022, -1.72399], [-4.28249, 0.50232, -2.83650], [-5.11520, 3.02647, -1.60805], [-5.20545, 2.76131, 0.11012], [-3.77635, 3.56275, -0.62495], [2.40996, -1.40381, -3.25827], [1.60789, -0.23988, -3.53230], [1.92045, 0.61750, -4.64823], [-0.08070, -0.99977, -3.99948], [0.12586, -1.72164, -5.11703], [-0.53649, -1.81839, -3.01042], [-0.98889, -0.02962, -4.22522], [1.47623, 0.73631, -1.97040], [0.09339, 0.73759, -0.97582], [-0.21730, 2.14606, -0.91041], [-1.18605, 2.83582, -1.62826], [-1.96285, 2.48777, -2.50337], [-0.88999, 4.23278, -1.47626], [0.38504, 4.38467, -0.92242], [0.79411, 3.12601, -0.62915], [2.16730, 2.72424, -0.75534], [3.19280, 2.89869, 0.23985], [3.07597, 3.79086, 1.10072], [4.15402, 2.09562, 0.20558], [2.47994, 1.68323, -1.70936], [-0.65720, -0.02875, -1.13404], [3.53323, 1.57247, -2.00308]], "max_force_ha_per_bohr": 0.089, "e_lumo_ev": 2.51, "homo_lumo_gap_ev": 7.17, "total_charge": -1, "homo_ha": -0.17101, "relative_energy_kcal_mol": 72.7}

***

2.
{"formula": "C27H22Br2N4O3Tc", "method": "ωB97M-V/def2-TZVPD", "symbols": ["Tc", "C", "C", "C", "C", "C", "C", "Br", "C", "C", "Br", "C", "O", "C", "N", "H", "H", "H", "H", "H", "H", "C", "O", "C", "O", "N", "N", "H", "H", "H", "H", "H", "H", "C", "C", "C", "C", "C", "C", "C", "C", "C", "C", "C", "C", "C", "C", "C", "N", "H", "H", "H", "H", "H", "H", "H", "H", "H", "H"], "coordinates": [[-0.08033, -0.18443, -0.02306], [1.40987, -2.79511, 2.63307], [0.82496, -1.54310, 3.18887], [0.92392, -1.40881, 4.59202], [0.36511, -0.35979, 5.24980], [-0.36359, 0.57968, 4.50026], [-1.08729, 1.66282, 5.06924], [-1.05712, 1.94852, 6.92922], [-1.83013, 2.49947, 4.28365], [-1.88930, 2.28844, 2.89847], [-2.90659, 3.47074, 1.85150], [-1.18516, 1.25525, 2.31640], [-1.16576, 1.03658, 0.99695], [-0.39442, 0.39635, 3.10428], [0.23094, -0.62322, 2.42319], [1.59366, -3.50241, 3.43719], [2.36784, -2.59802, 2.14830], [0.72231, -3.25648, 1.93359], [1.44169, -2.18332, 5.13835], [0.43511, -0.26769, 6.32468], [-2.38102, 3.31959, 4.72153], [4.67908, -0.33435, -0.04644], [3.94947, 0.89873, -0.32189], [2.66214, 0.85587, -0.33289], [1.98522, -0.16207, -0.07679], [2.02362, 1.98929, -0.62820], [0.63623, 1.87233, -0.60646], [5.71657, -0.08310, -0.22873], [4.33922, -1.11456, -0.72135], [4.52393, -0.61320, 0.99228], [2.50880, 2.84908, -0.84204], [0.23773, 2.10556, -1.51399], [0.22366, 2.47191, 0.10521], [1.26749, -4.18292, -1.32833], [0.64528, -4.29390, -2.56006], [-0.08433, -3.22458, -3.04826], [-0.24739, -2.07799, -2.27548], [0.28012, -1.98686, -0.97230], [1.09447, -3.04089, -0.56050], [-0.91074, -0.88908, -2.79248], [-1.26896, -0.78518, -4.14840], [-1.84880, 0.35310, -4.60446], [-2.17176, 1.37851, -3.69648], [-2.86765, 2.52493, -4.13643], [-3.27307, 3.47803, -3.24750], [-3.00400, 3.28830, -1.88660], [-2.30709, 2.19521, -1.42963], [-1.84369, 1.21657, -2.32403], [-1.10671, 0.09844, -1.90483], [1.89457, -4.98527, -0.96187], [0.75763, -5.19030, -3.15440], [-0.52378, -3.30066, -4.03196], [1.64037, -2.97468, 0.35478], [-1.04751, -1.59641, -4.82143], [-2.09484, 0.47230, -5.65217], [-3.09286, 2.61478, -5.19140], [-3.81821, 4.35004, -3.58023], [-3.37193, 4.00821, -1.16755], [-2.15696, 2.07978, -0.37420]], "max_force_ha_per_bohr": 0.044, "e_lumo_ev": [-7.82, -7.88], "multiplicity": 2, "homo_lumo_gap_ev": [5.69, 5.65], "total_charge": 2, "homo_ha": [-0.49634, -0.49725], "relative_energy_kcal_mol": 24.2}

***

3.
{"formula": "C27H22BrMnN4O5", "method": "ωB97M-V/def2-TZVPD", "symbols": ["Mn", "C", "O", "C", "C", "C", "C", "C", "C", "N", "N", "C", "O", "C", "C", "C", "C", "C", "C", "C", "O", "H", "H", "H", "H", "H", "H", "H", "H", "H", "H", "H", "H", "C", "C", "C", "C", "N", "C", "C", "H", "H", "H", "H", "H", "H", "H", "Br", "C", "C", "N", "C", "C", "C", "C", "O", "O", "H", "H", "H"], "coordinates": [[0.57554, 0.02988, -0.99326], [4.71596, -0.99056, -0.22332], [4.88352, -1.88494, -1.30185], [3.79890, -2.61199, -1.74242], [4.09960, -3.86599, -2.26189], [3.10682, -4.67790, -2.80004], [1.79939, -4.25669, -2.79392], [1.44198, -2.99316, -2.27856], [0.11039, -2.54422, -2.37765], [-0.33472, -1.33259, -2.03122], [-1.55247, -1.01951, -2.49887], [-1.82579, 0.27035, -2.40775], [-0.95000, 1.10645, -1.95077], [-3.14728, 0.69058, -2.86146], [-3.97621, -0.20114, -3.55660], [-5.24482, 0.17350, -3.94287], [-5.72329, 1.44240, -3.63598], [-4.90541, 2.33899, -2.96179], [-3.63052, 1.97336, -2.58223], [2.46712, -2.12212, -1.76182], [2.16525, -0.91951, -1.38654], [5.71368, -0.60622, -0.00146], [4.31296, -1.49934, 0.65740], [4.05886, -0.15591, -0.47541], [5.13146, -4.18385, -2.23873], [3.37027, -5.64144, -3.21662], [1.02186, -4.88829, -3.20284], [-0.60941, -3.18276, -2.88469], [-3.59539, -1.18880, -3.75010], [-5.87225, -0.52167, -4.48435], [-6.73339, 1.72863, -3.90327], [-5.27687, 3.33120, -2.72646], [-2.99327, 2.65251, -2.03712], [-3.04705, 2.57646, 4.08344], [-2.43055, 1.88325, 2.90804], [-2.36788, 0.49718, 2.81832], [-1.77371, -0.09290, 1.71528], [-1.24906, 0.60570, 0.71593], [-1.28986, 1.93283, 0.80609], [-1.86404, 2.60816, 1.86485], [-3.64558, 1.89053, 4.68051], [-3.68386, 3.40004, 3.76341], [-2.25464, 2.99483, 4.70458], [-2.77658, -0.12320, 3.60396], [-1.70520, -1.16935, 1.62871], [-0.84753, 2.47410, -0.01674], [-1.85465, 3.68802, 1.88540], [3.34725, -0.78989, 6.10714], [3.10997, 0.43071, 4.65105], [3.52509, 1.74998, 4.78032], [3.38535, 2.62781, 3.78049], [2.83130, 2.22057, 2.66025], [2.36558, 0.91911, 2.44166], [2.53417, -0.01442, 3.48945], [1.67346, 0.50454, 1.21372], [1.59579, 1.30558, 0.22348], [1.12793, -0.63216, 1.18000], [3.95617, 2.12630, 5.69550], [2.73439, 2.96644, 1.88434], [2.20126, -1.02953, 3.34527]], "max_force_ha_per_bohr": 0.084, "e_lumo_ev": [2.35, 2.35], "multiplicity": 6, "homo_lumo_gap_ev": [5.72, 6.64], "total_charge": -1, "homo_ha": [-0.12404, -0.15771]}

***

4.
{"formula": "C27H22CdF3O8PS", "method": "ωB97M-V/def2-TZVPD", "symbols": ["Cd", "O", "C", "O", "C", "C", "C", "C", "C", "O", "C", "C", "O", "O", "H", "H", "H", "H", "H", "H", "H", "H", "C", "C", "C", "C", "C", "C", "P", "C", "C", "C", "C", "C", "C", "C", "C", "C", "C", "C", "C", "H", "H", "H", "H", "H", "H", "H", "H", "H", "H", "H", "H", "H", "H", "F", "C", "F", "F", "S", "O", "O", "O"], "coordinates": [[0.19321, -0.30850, 0.23769], [1.63113, -2.91204, -2.90604], [1.42891, -1.82370, -2.36474], [0.50482, -1.59552, -1.50846], [2.22356, -0.62140, -2.93030], [1.26371, 0.32823, -3.67509], [2.05920, 1.19756, -4.66723], [2.72884, 2.20827, -3.70287], [2.21531, 1.70194, -2.34388], [0.88526, 1.28014, -2.67709], [2.91353, 0.39295, -1.97263], [2.81058, -0.00365, -0.48391], [2.23966, 0.83645, 0.29456], [3.23682, -1.12354, -0.20402], [2.93949, -1.05986, -3.62496], [0.37259, -0.14983, -4.07781], [1.38878, 1.69897, -5.36770], [2.77606, 0.60726, -5.23984], [2.37656, 3.22484, -3.88785], [3.81856, 2.20765, -3.76438], [2.18019, 2.42247, -1.53186], [3.98228, 0.45022, -2.19875], [-2.30217, 6.30324, 3.61291], [-1.21563, 6.07560, 2.77771], [-0.90176, 4.78590, 2.37926], [-1.67522, 3.69760, 2.78409], [-2.76086, 3.93932, 3.62274], [-3.06990, 5.22858, 4.03787], [-1.16621, 2.03895, 2.15304], [-2.31797, 0.97887, 3.10146], [-1.95466, 0.65919, 4.40957], [-2.78227, -0.12936, 5.19419], [-3.97065, -0.62729, 4.67494], [-4.32432, -0.33720, 3.36629], [-3.50341, 0.46295, 2.58298], [-1.96517, 2.02769, 0.51333], [-2.91772, 2.94518, 0.06922], [-3.48011, 2.79863, -1.19078], [-3.09976, 1.72862, -1.99175], [-2.15537, 0.81519, -1.53890], [-1.55804, 0.94666, -0.28484], [-2.54235, 7.30974, 3.93478], [-0.60192, 6.90431, 2.44420], [-0.04027, 4.61465, 1.74328], [-3.37256, 3.10904, 3.95450], [-3.91807, 5.39135, 4.69309], [-1.00048, 0.99762, 4.79386], [-2.47557, -0.38711, 6.19967], [-4.60515, -1.26157, 5.28323], [-5.23895, -0.74103, 2.94716], [-3.77337, 0.68480, 1.55744], [-3.22170, 3.76991, 0.70515], [-4.21069, 3.51742, -1.54711], [-3.52810, 1.61663, -2.98288], [-1.84546, 0.00448, -2.18926], [0.20182, -1.51718, 5.57602], [1.25345, -1.92720, 4.84324], [2.26776, -2.09912, 5.70941], [0.94328, -3.13361, 4.36178], [1.70792, -0.70727, 3.50511], [3.08847, -1.00014, 3.27216], [1.37695, 0.56616, 4.10013], [0.80243, -1.12006, 2.43463]], "max_force_ha_per_bohr": 0.013, "e_lumo_ev": 4.33, "homo_lumo_gap_ev": 7.27, "total_charge": -2, "homo_ha": -0.10835, "relative_energy_kcal_mol": 9.3}